Entry one
C5H7OP | ωB97M-V/def2-TZVPD

Values from the calculation:
Multiplicity   1
Net charge   0
SMILES   C=P1=C2O[C@H]2CC1
Kohn-Sham gap (alpha / beta)   0.287 / 0.279 Ha
M   114.08 g/mol

CARTESIAN COORDINATES (ANGSTROEM)
1 P 1.273 -0.284 1.272
2 O 0.309 -2.250 -0.435
3 C -0.233 -0.657 1.997
4 C 0.556 -1.140 -1.230
5 C 1.424 -1.649 -0.150
6 C -0.223 0.093 -0.972
7 C 0.544 0.906 0.034
8 H 0.019 1.832 0.271
9 H 0.837 -1.581 -2.144
10 H -0.117 -1.454 2.771
11 H 1.315 1.243 -0.683
12 H -0.950 0.252 2.287
13 H -0.496 0.522 -1.986
14 H -1.200 -0.230 -0.498

Want to see where the charge sits? The Löwdin charges in e are:
1 P 0.9031
2 O -0.0168
3 C -0.2834
4 C -0.3471
5 C -0.2476
6 C -0.2479
7 C -0.3928
8 H 0.0833
9 H 0.1232
10 H 0.0065
11 H 0.0832
12 H 0.0711
13 H 0.1355
14 H 0.1294

---

Entry two
C5H7OP | ωB97M-V/def2-TZVPD

Values from the calculation:
Multiplicity   1
Net charge   0
Kohn-Sham gap (alpha / beta)   0.284 / 0.285 Ha
M   114.08 g/mol

CARTESIAN COORDINATES (ANGSTROEM)
1 P 1.584 -1.428 -0.200
2 O 2.424 -0.018 -0.076
3 C -1.506 -1.072 -0.514
4 C 0.307 -1.181 1.115
5 C -1.018 -1.048 0.830
6 C 1.713 1.238 -0.206
7 C -0.791 -1.306 -1.619
8 H 0.503 -1.377 2.198
9 H -2.618 -1.141 -0.676
10 H -0.731 -1.340 -2.692
11 H 2.564 2.018 -0.054
12 H 1.154 1.310 -1.157
13 H 1.127 1.444 0.575
14 H -1.877 -0.867 1.523

Want to see where the charge sits? The Löwdin charges in e are:
1 P 0.9691
2 O -0.5281
3 C -0.3009
4 C -0.3406
5 C -0.2238
6 C -0.1454
7 C 0.0492
8 H 0.0706
9 H 0.1047
10 H 0.0150
11 H 0.1190
12 H 0.0884
13 H 0.0136
14 H 0.1091

---

Which of them is most stable? Easy: entry two.

---

Entry one
C17H60O13 | ωB97M-V/def2-TZVPD

Values from the calculation:
Multiplicity   1
Net charge   0
Kohn-Sham gap   0.362 Ha
M   472.65 g/mol

CARTESIAN COORDINATES (ANGSTROEM)
1 O -1.149 4.890 -3.285
2 O 3.386 -1.327 3.261
3 O 0.892 -2.369 -1.657
4 O -5.611 1.955 -0.994
5 O -0.997 0.627 -6.833
6 O 0.947 2.223 3.661
7 O 0.918 -0.204 1.132
8 O 3.172 1.701 1.997
9 O -5.157 -1.282 1.353
10 O 0.872 -2.394 2.878
11 O 2.960 -1.241 -0.211
12 O 0.762 -4.351 0.491
13 O 2.745 0.712 -2.351
14 C -1.943 3.837 -2.749
15 C 3.733 -0.339 5.368
16 C 4.111 -1.508 4.474
17 C -0.418 -0.042 0.703
18 C 3.184 2.035 -2.060
19 C -4.532 1.012 -0.979
20 C 2.030 3.023 -2.171
21 C -0.469 0.565 -0.698
22 C -3.844 -0.488 3.243
23 C -0.797 1.148 -4.391
24 C -0.195 -2.261 3.811
25 C 2.110 -4.253 -2.588
26 C 1.466 -2.887 -2.840
27 C -3.951 -1.489 2.114
28 C -1.174 -3.435 3.676
29 C -2.398 4.235 -1.345
30 C -0.129 0.910 -5.723
31 H 0.950 -3.803 -0.290
32 H 4.159 0.611 5.047
33 H -3.043 -1.622 1.523
34 H -5.019 -1.767 0.534
35 H 3.564 -2.038 2.633
36 H 2.719 0.609 -3.307
37 H 2.321 1.833 2.444
38 H -1.396 0.260 -1.188
39 H 5.193 -1.529 4.325
40 H 0.792 2.154 4.608
41 H -0.298 0.652 -3.554
42 H 0.677 -2.985 -3.585
43 H 2.388 -0.551 0.196
44 H 3.800 -2.438 4.961
45 H -4.847 -0.127 3.492
46 H 2.829 -4.198 -1.769
47 H -1.606 4.721 -0.783
48 H -3.761 1.303 -0.260
49 H -4.984 0.059 -0.741
50 H 4.042 2.315 -2.678
51 H 3.283 -0.838 -1.032
52 H -5.431 2.725 -0.454
53 H 1.326 -4.905 -2.200
54 H -1.293 2.972 -2.703
55 H -2.179 -3.124 3.952
56 H -1.743 5.493 -3.743
57 H 1.521 -1.920 -1.059
58 H 4.047 -0.548 6.391
59 H 1.757 3.215 -3.213
60 H -4.007 1.076 -1.935
61 H 3.550 2.102 -1.032
62 H -0.880 -1.038 0.691
63 H -0.552 1.642 -0.519
64 H -0.951 2.195 -4.120
65 H 0.733 -3.697 1.203
66 H -4.149 -2.481 2.541
67 H -3.585 -0.929 4.207
68 H 0.941 -0.715 1.957
69 H -1.004 0.588 1.384
70 H -0.815 -1.449 3.402
71 H -2.767 3.555 -3.411
72 H 1.732 -2.405 3.328
73 H -3.322 4.810 -1.423
74 H 1.168 2.635 -1.637
75 H 2.236 -2.179 -3.175
76 H 0.539 1.720 -6.030
77 H 0.560 0.062 -5.660
78 H 2.969 1.104 1.275
79 H 0.340 0.395 -1.401
80 H -1.786 0.687 -4.293
81 H -3.223 0.370 2.990
82 H 0.092 2.460 3.287
83 H -0.859 -4.337 4.203
84 H 2.651 -0.193 5.334
85 H -1.163 -3.718 2.622
86 H 2.285 4.019 -1.802
87 H 2.591 -4.588 -3.506
88 H -1.020 1.429 -7.360
89 H 0.055 -1.978 4.832
90 H -2.651 3.326 -0.787

Want to see where the charge sits? The Löwdin charges in e are:
1 O -0.0763
2 O -0.0996
3 O -0.1237
4 O -0.1214
5 O -0.0760
6 O -0.0351
7 O -0.1044
8 O -0.0661
9 O -0.0916
10 O -0.1064
11 O -0.0612
12 O -0.0723
13 O -0.0988
14 C -0.3259
15 C -0.0793
16 C -0.2943
17 C -0.2792
18 C -0.2838
19 C -0.1453
20 C -0.0711
21 C -0.0654
22 C -0.0832
23 C -0.0737
24 C -0.2720
25 C -0.0802
26 C -0.3041
27 C -0.3100
28 C -0.0640
29 C -0.0690
30 C -0.3035
31 H -0.0123
32 H 0.0783
33 H 0.0964
34 H 0.0749
35 H 0.0957
36 H 0.0922
37 H -0.0182
38 H 0.0747
39 H 0.1146
40 H 0.0545
41 H 0.0564
42 H 0.1117
43 H 0.0139
44 H 0.1094
45 H 0.0797
46 H 0.0763
47 H 0.0782
48 H 0.0626
49 H 0.0593
50 H 0.1147
51 H 0.0341
52 H 0.0640
53 H 0.0746
54 H 0.0543
55 H 0.0575
56 H 0.0841
57 H 0.0327
58 H 0.0743
59 H 0.0731
60 H 0.0703
61 H 0.1075
62 H 0.1057
63 H 0.0618
64 H 0.0326
65 H -0.0098
66 H 0.1032
67 H 0.0675
68 H 0.0644
69 H 0.1024
70 H 0.0914
71 H 0.1228
72 H 0.0714
73 H 0.0739
74 H 0.0491
75 H 0.1020
76 H 0.1103
77 H 0.1027
78 H -0.0124
79 H 0.0472
80 H 0.0889
81 H 0.0600
82 H 0.0517
83 H 0.0761
84 H 0.0658
85 H 0.0733
86 H 0.0817
87 H 0.0739
88 H 0.0739
89 H 0.1206
90 H 0.0454

---

Entry two
C17H60O13 | ωB97M-V/def2-TZVPD

Values from the calculation:
Multiplicity   1
Net charge   0
Kohn-Sham gap   0.339 Ha
M   472.65 g/mol

CARTESIAN COORDINATES (ANGSTROEM)
1 O -1.249 -2.089 4.044
2 O -5.058 -1.132 -1.146
3 O 3.827 2.964 -4.451
4 O -0.659 -2.924 -4.388
5 O 0.625 -2.783 1.577
6 O 0.352 3.285 2.765
7 O 3.595 -1.807 -0.793
8 O -3.659 1.182 -0.610
9 O -2.140 2.967 -2.324
10 O 1.244 -1.266 5.284
11 O 1.453 -0.231 -0.239
12 O -0.213 3.660 -0.170
13 O 2.638 1.589 1.894
14 C -4.837 -1.049 -2.580
15 C -0.459 -0.062 -1.785
16 C 3.384 2.097 0.835
17 C 4.493 -1.494 0.242
18 C -0.703 2.366 2.994
19 C 0.699 -4.158 1.647
20 C -4.313 1.843 0.377
21 C 2.764 2.620 -3.615
22 C -1.780 2.649 -3.611
23 C 0.534 4.848 -0.410
24 C 2.073 -4.585 1.005
25 C 2.553 -0.945 4.987
26 C -6.125 -1.582 -3.167
27 C 0.061 -3.775 -3.555
28 C -2.035 -0.958 3.688
29 C 2.953 -1.562 3.669
30 C 0.178 -0.834 -0.597
31 H -3.063 -1.173 3.981
32 H -4.639 -0.040 -2.941
33 H -5.382 1.888 0.170
34 H 2.980 1.810 -0.136
35 H -0.607 3.320 -0.976
36 H -0.683 2.080 4.045
37 H -6.046 -1.815 -4.229
38 H 2.642 0.142 4.998
39 H -0.589 0.992 -1.538
40 H 2.961 -2.651 3.721
41 H 2.404 1.592 -3.616
42 H 3.446 3.173 0.995
43 H 3.111 2.640 -2.582
44 H 0.186 -4.824 -3.823
45 H 2.998 -4.176 1.412
46 H -2.464 3.867 -2.414
47 H -1.913 -0.800 2.616
48 H 1.442 4.678 -0.989
49 H -1.634 2.881 2.759
50 H 3.199 -1.366 5.758
51 H 3.932 -1.520 1.176
52 H 0.766 5.401 0.500
53 H 1.306 0.000 0.681
54 H -0.413 -3.904 -2.582
55 H -6.489 -2.563 -2.862
56 H 2.737 -1.397 -0.663
57 H 4.854 -0.468 0.166
58 H 0.478 -1.862 -0.803
59 H 5.179 -2.340 0.278
60 H -0.184 5.458 -0.958
61 H -1.954 1.587 -3.786
62 H -4.193 1.402 1.366
63 H 0.942 -0.806 6.071
64 H -0.373 -0.778 0.342
65 H -1.829 -0.036 4.232
66 H -0.079 -2.543 2.183
67 H 1.030 -3.322 -3.346
68 H -4.610 -0.357 -0.799
69 H -3.327 1.804 -1.261
70 H 2.025 -4.071 0.045
71 H -0.196 -4.480 1.113
72 H 1.960 2.189 2.212
73 H -3.883 2.845 0.383
74 H -2.361 3.331 -4.232
75 H -0.724 2.921 -3.622
76 H -4.006 -1.718 -2.803
77 H 2.214 -1.227 2.941
78 H 0.232 -0.067 -2.627
79 H 3.927 -1.120 3.458
80 H -0.707 1.527 2.298
81 H 1.838 3.152 -3.833
82 H 0.697 -4.394 2.711
83 H -0.084 -2.683 -5.119
84 H 0.201 3.689 1.907
85 H 4.534 2.330 -4.309
86 H 4.438 1.824 0.868
87 H -6.900 -0.821 -3.068
88 H -0.357 -1.740 4.112
89 H -1.354 -0.633 -2.029
90 H 2.187 -5.662 0.881

Want to see where the charge sits? The Löwdin charges in e are:
1 O -0.1228
2 O -0.1006
3 O -0.0963
4 O -0.1078
5 O -0.1143
6 O -0.1273
7 O -0.1439
8 O -0.1297
9 O -0.1522
10 O -0.0759
11 O -0.1196
12 O -0.1415
13 O -0.1186
14 C -0.2950
15 C -0.0452
16 C -0.1700
17 C -0.1529
18 C -0.1400
19 C -0.2963
20 C -0.1717
21 C -0.1890
22 C -0.1327
23 C -0.1259
24 C -0.0497
25 C -0.3391
26 C -0.1057
27 C -0.1936
28 C -0.1444
29 C -0.0793
30 C -0.2376
31 H 0.0836
32 H 0.1021
33 H 0.0873
34 H 0.0630
35 H 0.0330
36 H 0.0812
37 H 0.0639
38 H 0.1151
39 H 0.0498
40 H 0.0843
41 H 0.0692
42 H 0.0808
43 H 0.0681
44 H 0.0744
45 H 0.0615
46 H 0.1045
47 H 0.0691
48 H 0.0780
49 H 0.0805
50 H 0.1104
51 H 0.0470
52 H 0.0840
53 H 0.0609
54 H 0.0727
55 H 0.0745
56 H 0.0131
57 H 0.0661
58 H 0.0970
59 H 0.0851
60 H 0.0782
61 H 0.0939
62 H 0.0853
63 H 0.1008
64 H 0.0992
65 H 0.0638
66 H 0.0540
67 H 0.0788
68 H 0.0117
69 H 0.0522
70 H 0.0547
71 H 0.1153
72 H 0.0390
73 H 0.0851
74 H 0.0970
75 H 0.0793
76 H 0.1024
77 H 0.0587
78 H 0.0705
79 H 0.0815
80 H 0.0696
81 H 0.0689
82 H 0.1090
83 H 0.0776
84 H 0.0356
85 H 0.0825
86 H 0.0725
87 H 0.0731
88 H 0.0264
89 H 0.0754
90 H 0.0665

---

Which of them is most stable? Easy: entry one.

---

Entry one
C5H15N3 | ωB97M-V/def2-TZVPD

Values from the calculation:
Multiplicity   1
Net charge   +2
SMILES   CCC[NH2+]/[N+](C)=C\N
Kohn-Sham gap   0.400 Ha
M   117.20 g/mol

CARTESIAN COORDINATES (ANGSTROEM)
1 N 2.655 -1.974 0.218
2 N 1.680 0.135 0.115
3 N 0.447 -0.083 0.988
4 C 2.544 -0.779 -0.191
5 C -3.101 0.323 -0.509
6 C 1.607 1.444 -0.602
7 C -1.705 0.722 -0.017
8 C -0.903 -0.478 0.279
9 H -1.815 1.294 1.043
10 H 3.386 -0.273 -0.783
11 H 3.351 -2.690 -0.205
12 H -1.530 -1.159 0.889
13 H 0.292 0.807 1.337
14 H -3.085 -0.799 -0.855
15 H 0.618 -0.663 1.776
16 H -0.621 -0.952 -0.665
17 H 2.308 2.146 -0.098
18 H 2.040 1.248 -1.619
19 H 0.581 1.650 -0.926
20 H 2.000 -2.510 0.905
21 H -3.774 0.405 0.380
22 H -3.492 0.615 -1.422
23 H -1.335 1.520 -0.587

Want to see where the charge sits? The Löwdin charges in e are:
1 N 0.2114
2 N -0.0473
3 N 0.1957
4 C -0.1521
5 C -0.0541
6 C 0.0535
7 C -0.2756
8 C -0.1016
9 H 0.1766
10 H 0.2218
11 H 0.2166
12 H 0.1609
13 H 0.1367
14 H 0.1241
15 H 0.1739
16 H 0.1434
17 H 0.1381
18 H 0.1286
19 H 0.0956
20 H 0.2039
21 H 0.1122
22 H 0.0591
23 H 0.0788

---

Entry two
C5H15N3 | ωB97M-V/def2-TZVPD

Values from the calculation:
Multiplicity   1
Net charge   +2
Kohn-Sham gap   0.233 Ha
M   117.20 g/mol

CARTESIAN COORDINATES (ANGSTROEM)
1 N 3.183 -2.030 0.867
2 N -2.867 3.199 -0.722
3 N -0.879 1.798 -0.300
4 C 0.463 -0.251 -0.284
5 C 0.799 -1.627 0.215
6 C -1.550 2.659 -1.239
7 C 0.452 -2.189 1.550
8 C -1.008 0.302 -0.411
9 H 0.659 -3.204 1.691
10 H -0.656 -2.019 1.812
11 H -1.780 2.143 -2.210
12 H -3.043 4.169 -0.951
13 H 3.456 -2.757 0.254
14 H -0.800 3.486 -1.392
15 H 1.106 -1.539 2.257
16 H 1.081 0.603 0.392
17 H 1.964 -1.623 0.331
18 H 0.680 -2.317 -0.693
19 H -1.748 -0.085 0.279
20 H 4.004 -1.478 1.052
21 H -3.082 2.946 0.220
22 H 0.850 -0.117 -1.331
23 H -1.284 -0.071 -1.388

Want to see where the charge sits? The Löwdin charges in e are:
1 N 0.3063
2 N 0.2149
3 N 0.2226
4 C -0.1556
5 C -0.1989
6 C -0.2111
7 C -0.0348
8 C -0.1245
9 H 0.0775
10 H 0.1517
11 H 0.1459
12 H 0.1252
13 H 0.0757
14 H 0.1967
15 H 0.1445
16 H 0.2009
17 H 0.0612
18 H 0.1830
19 H 0.1562
20 H 0.0953
21 H 0.1027
22 H 0.1386
23 H 0.1261

---

Which of them is most stable? Easy: entry one.